[1]
Molecular formula: C27H39CuN3O4SSe2
Method: DFT, ωB97M-V/def2-TZVPD

For the molecular weight, the calculation gives 723.159 u. As for the total charge: -1. For the energy above the lowest of the compared OMol25 structures with the same formula, charge and spin, the calculation gives 1.260 eV. The LUMO energy is 2.212 eV. Its multiplicity is 1.

Last column: Löwdin charge in e.
Geometry (Å):
Cu -16.0695 -1.1366 9.0614  0.494
C -23.8828 1.3220 6.9589  -0.419
Se -24.1253 0.3751 8.7062  0.841
C -22.7038 1.4548 9.6294  -0.549
C -22.3827 0.7093 10.9260  -0.564
Se -21.1544 -0.9181 10.7394  0.833
C -21.6974 -1.8992 12.3359  -0.441
H -22.9875 1.0005 6.4883  -0.011
H -23.9581 2.4412 6.9641  0.040
H -24.7371 0.9120 6.3831  0.004
H -23.1637 2.4410 9.8794  0.071
H -21.9396 1.5705 8.8745  0.042
H -23.3233 0.2991 11.3729  0.050
H -21.7304 1.2766 11.6236  0.050
H -21.5514 -1.3430 13.2359  0.002
H -21.1527 -2.8041 12.4367  -0.002
H -22.7900 -2.2330 12.1971  0.049
N -23.0658 -8.5289 8.2678  0.070
C -22.1370 -7.7591 8.9060  -0.342
C -21.2102 -6.9789 8.1581  -0.048
C -20.0375 -6.5676 8.7635  -0.105
C -19.8245 -6.7467 10.1033  -0.265
C -20.8507 -7.3254 10.9099  -0.070
C -21.9775 -7.8040 10.3123  -0.063
S -18.1530 -6.4676 10.8086  0.437
O -17.6213 -7.4965 9.8965  -0.391
O -18.0622 -6.7716 12.2310  -0.370
O -17.6826 -5.1000 10.5252  -0.381
H -23.9701 -8.7821 8.6473  0.089
H -22.9751 -8.4921 7.2521  0.088
H -21.3116 -6.8301 7.0613  0.107
H -19.2181 -6.1108 8.1311  0.134
H -20.8357 -7.2541 11.9700  0.096
H -22.7180 -8.2254 10.9725  0.095
C -16.6172 3.8308 11.0678  -0.083
C -16.0624 3.1112 9.9072  -0.307
C -15.0515 3.6778 9.1044  -0.052
C -14.4467 2.9797 8.1015  -0.321
C -13.2451 3.4891 7.3168  -0.058
C -14.9535 1.7627 7.7494  -0.020
C -16.1695 1.2704 8.2846  -0.333
C -16.5442 1.8688 9.5410  0.004
N -16.7281 0.0810 7.9934  -0.177
C -17.6669 -0.2383 6.8933  -0.589
C -19.0387 0.5316 7.1690  -0.025
C -17.9649 -1.7568 6.9389  -0.101
C -16.9457 -0.0267 5.5457  -0.064
H -16.4261 3.3859 12.0237  0.060
H -17.7653 3.9518 10.9386  0.106
H -16.1946 4.8832 11.1423  0.083
H -14.8018 4.7456 9.2751  0.111
H -12.3957 2.8105 7.4180  0.073
H -13.0224 4.4810 7.7171  0.061
H -13.5420 3.5669 6.2335  0.088
H -14.5085 1.1417 6.9577  0.118
H -17.4019 1.4155 10.0218  0.108
H -19.3173 0.3130 8.2085  0.052
H -19.8312 -0.0113 6.5836  0.079
H -19.0012 1.5627 7.0653  0.040
H -18.3192 -2.2007 7.8998  0.087
H -17.1150 -2.3709 6.5514  0.064
H -18.7960 -2.0143 6.1929  0.092
H -16.7189 1.0378 5.3673  0.074
H -17.7169 -0.3700 4.8208  0.080
H -16.0038 -0.5762 5.5377  0.072
O -15.1277 -2.3071 10.0869  -0.227
N -14.8954 -3.6317 9.8186  -0.152
C -14.4918 -4.4134 10.8231  -0.004
C -14.3026 -5.8142 10.5994  -0.014
C -14.5370 -6.3979 9.3415  -0.065
C -14.8563 -5.5661 8.2723  -0.025
C -15.1241 -4.2032 8.5857  0.005
H -14.4226 -3.9497 11.8130  0.146
H -13.9174 -6.3936 11.4465  0.114
H -14.5383 -7.4450 9.2034  0.098
H -14.9115 -5.8456 7.2123  0.116
H -15.5806 -3.5476 7.7937  0.119

[2]
Molecular formula: C23H30N5O5
Method: DFT, ωB97M-V/def2-TZVPD

For the molecular weight, the calculation gives 456.523 u. As for the total charge: +1. For the energy above the lowest of the compared OMol25 structures with the same formula, charge and spin, the calculation gives 5.460 eV. The LUMO energy is -5.794 eV. Its multiplicity is 1.

Last column: natural (NBO) charge in e.
Geometry (Å):
N -0.5328 3.1647 -0.0179  -0.793
C -1.3486 2.4158 -1.0544  -0.273
C -1.9406 3.3913 -2.1801  0.101
O -2.2916 4.7153 -1.6978  -0.693
C -3.1458 2.7359 -3.0528  -0.502
C -4.2971 2.2461 -2.0660  0.318
C -5.2094 3.2962 -1.4012  -0.254
C -6.2941 2.7763 -0.4022  0.014
C -7.2190 3.8755 0.2836  0.731
O -6.6709 4.9186 0.7288  -0.462
O -8.6277 3.7762 0.4397  -0.688
C -6.3780 1.2390 -0.1520  -0.233
C -5.3813 0.3252 -0.9055  0.301
C -5.4250 -1.2650 -0.6221  -0.565
C -5.9304 -2.0050 -1.9465  0.768
O -5.3493 -3.0355 -2.3506  -0.466
O -7.0862 -1.4387 -2.6022  -0.700
N -4.3810 0.8071 -1.8290  -0.528
H -0.1171 2.3978 0.5546  0.351
H -1.2466 3.5672 0.6221  0.354
H -0.6861 1.6412 -1.6000  0.211
H -2.1302 1.8182 -0.4686  0.159
H -1.0859 3.5658 -2.9398  0.224
H -2.8931 4.6625 -0.9239  0.465
H -2.7547 1.9320 -3.7667  0.252
H -3.6149 3.5562 -3.7164  0.276
H -5.1157 4.4273 -1.5732  0.304
H -9.0470 4.0332 -0.4183  0.512
H -7.1317 0.8039 0.5897  0.291
H -6.0748 -1.4630 0.3064  0.288
H -4.3464 -1.5481 -0.3152  0.276
H -6.7429 -0.6639 -3.1129  0.490
H -3.7162 0.1766 -2.3232  0.468
N 1.1676 -0.1372 -1.0170  -0.521
C 0.9668 -1.3911 -0.5007  -0.106
C 1.6257 -2.2900 -1.3033  -0.280
C 2.2518 -1.5518 -2.3385  -0.296
C 1.9547 -0.2263 -2.1349  -0.084
H 0.7962 0.7154 -0.6339  0.398
H 0.3729 -1.5345 0.3898  0.212
H 1.6551 -3.3601 -1.1607  0.235
H 2.8539 -1.9467 -3.1433  0.234
H 2.2332 0.6584 -2.6877  0.215
N 4.5852 -2.4990 2.1491  -0.512
C 3.3835 -2.7371 1.5368  -0.085
C 3.0268 -4.0381 1.7958  -0.301
C 4.0481 -4.6046 2.5988  -0.302
C 4.9952 -3.6317 2.8034  -0.079
H 5.0882 -1.6272 2.1227  0.404
H 2.8891 -1.9641 0.9711  0.215
H 2.1293 -4.5278 1.4470  0.215
H 4.0857 -5.6125 2.9848  0.227
H 5.9231 -3.6475 3.3549  0.214
N 7.6960 -1.5143 3.4813  -0.515
C 8.2742 -1.0284 2.3381  -0.088
C 9.6348 -1.1675 2.4596  -0.287
C 9.8873 -1.7645 3.7197  -0.302
C 8.6728 -1.9698 4.3267  -0.077
H 6.7075 -1.5343 3.6705  0.402
H 7.6689 -0.6253 1.5398  0.203
H 10.3675 -0.8734 1.7227  0.224
H 10.8512 -2.0168 4.1362  0.227
H 8.4197 -2.3981 5.2847  0.213

[3]
Molecular formula: C35H24AsF6NOSTl
Method: DFT, ωB97M-V/def2-TZVPD

For the molecular weight, the calculation gives 899.943 u. As for the total charge: +1. For the energy above the lowest of the compared OMol25 structures with the same formula, charge and spin, the calculation gives 1.253 eV. The LUMO energy is -4.281 eV. Its multiplicity is 1.

Last column: Löwdin charge in e.
Geometry (Å):
Tl 0.2111 0.1274 -0.3395  1.124
S -3.2061 -1.0096 -3.5731  1.168
C -4.1502 -0.7598 -2.1371  -0.440
C -5.5303 -0.7764 -1.9723  -0.068
C -6.0334 -0.5249 -0.7108  -0.064
C -5.1869 -0.2690 0.3733  -0.059
C -3.8179 -0.2548 0.2120  -0.022
C -3.2925 -0.5040 -1.0564  -0.303
N -1.9577 -0.5231 -1.3941  0.010
C -1.7547 -0.7543 -2.6525  -0.517
C -0.4150 -0.7577 -3.2410  -0.253
C -0.1821 -1.1839 -4.5507  -0.028
C 1.1037 -1.1965 -5.0632  -0.048
C 2.1812 -0.8006 -4.2852  -0.043
C 1.9729 -0.3708 -2.9752  -0.095
C 0.6853 -0.3442 -2.5014  -0.176
H -6.1898 -0.9833 -2.8041  0.117
H -7.1047 -0.5310 -0.5622  0.113
H -5.6113 -0.0925 1.3525  0.112
H -3.1494 -0.0677 1.0445  0.091
H -1.0140 -1.5140 -5.1619  0.103
H 1.2718 -1.5308 -6.0781  0.117
H 3.1841 -0.8279 -4.6890  0.117
H 2.8108 -0.0730 -2.3593  0.114
C 3.7662 -1.9435 1.6121  0.037
C 2.2860 -1.7403 1.2640  -0.481
O 2.0473 -0.4805 0.7938  -0.259
C 1.8859 -2.7897 0.1830  -0.541
F 2.6750 -2.6817 -0.8939  0.157
F 0.6080 -2.5520 -0.2688  0.072
F 1.9135 -4.0572 0.5825  0.187
C 1.4445 -2.0084 2.5436  -0.548
F 1.4746 -3.2663 2.9907  0.172
F 0.1309 -1.6992 2.3361  0.080
F 1.8633 -1.2204 3.5486  0.146
H 4.3330 -2.1157 0.7012  0.096
H 3.9004 -2.7842 2.2920  0.104
H 4.1300 -1.0298 2.0761  0.101
C -3.8008 1.9180 5.4057  -0.062
C -2.7422 1.0283 5.5284  -0.062
C -1.8389 0.8773 4.4885  -0.101
C -1.9983 1.6370 3.3355  -0.354
C -3.0653 2.5128 3.1935  -0.090
C -3.9647 2.6534 4.2403  -0.063
As -0.6179 1.5319 1.9565  1.359
C -0.9434 3.0421 0.7899  -0.361
C -1.9608 3.1855 -0.1436  -0.107
C -1.9923 4.3187 -0.9441  -0.062
C -0.9980 5.2807 -0.8195  -0.051
C 0.0348 5.1231 0.0927  -0.003
C 0.0747 3.9970 0.9078  -0.188
C 1.0847 3.7025 1.9401  -0.188
C 2.1769 4.4993 2.2597  -0.009
C 3.0194 4.1398 3.3004  -0.052
C 2.7669 3.0016 4.0535  -0.058
C 1.6926 2.1828 3.7369  -0.073
C 0.8759 2.5249 2.6743  -0.287
H -4.5049 2.0341 6.2187  0.113
H -2.6235 0.4488 6.4340  0.114
H -1.0179 0.1748 4.5733  0.102
H -3.1879 3.0929 2.2878  0.098
H -4.7948 3.3405 4.1438  0.113
H -2.7318 2.4271 -0.2367  0.099
H -2.7920 4.4514 -1.6606  0.112
H -1.0282 6.1631 -1.4449  0.114
H 0.8049 5.8793 0.1701  0.115
H 2.3748 5.4035 1.6985  0.113
H 3.8771 4.7575 3.5309  0.114
H 3.4120 2.7431 4.8824  0.113
H 1.4975 1.2957 4.3211  0.100

[4]
Molecular formula: C36H52I4NO4OsSSiTe
Method: DFT, ωB97M-V/def2-TZVPD

For the molecular weight, the calculation gives 1448.414 u. As for the total charge: +2. For the energy above the lowest of the compared OMol25 structures with the same formula, charge and spin, the calculation gives 0.169 eV. The LUMO energy (spin up / spin down) is -6.247 / -8.017 eV. Its multiplicity is 6.

Last column: Löwdin spin population.
Geometry (Å):
Os 0.1684 -0.4348 0.3549  2.751
I -0.0119 2.1993 -0.4296  0.065
C -1.5026 3.2903 0.6848  0.012
I -3.3576 2.3827 0.9661  0.006
H -1.6124 4.1867 0.0848  0.000
H -1.0244 3.4986 1.6336  0.001
C -5.9556 -0.5679 1.2255  0.001
C -6.0063 -0.9189 -0.2524  0.001
C -6.2625 0.3086 -1.1067  0.000
C -7.0321 -2.0077 -0.5224  0.001
O -4.7092 -1.4282 -0.6986  0.014
Si -3.6633 -2.4707 -0.0913  0.038
S -1.9931 -1.1926 0.7911  0.410
O -2.8878 -3.3356 -1.1964  0.013
C -3.1076 -3.7268 -2.5899  0.001
C -4.1695 -4.8102 -2.6164  0.001
C -1.7651 -4.2575 -3.0629  0.001
C -3.5310 -2.5154 -3.4033  0.000
O -4.1654 -3.2225 1.2223  0.003
C -4.1733 -4.5645 1.7985  0.000
C -4.5947 -4.3696 3.2434  0.000
C -5.1814 -5.4046 1.0366  0.000
C -2.7721 -5.1467 1.7044  0.002
H -6.9135 -0.1492 1.5344  0.000
H -5.1761 0.1708 1.4232  0.001
H -5.7495 -1.4433 1.8392  0.000
H -7.2207 0.7577 -0.8441  0.000
H -6.2868 0.0413 -2.1632  0.000
H -5.4777 1.0509 -0.9587  0.000
H -8.0278 -1.6778 -0.2246  0.000
H -6.7917 -2.9074 0.0463  0.000
H -7.0590 -2.2538 -1.5846  0.000
H -3.8631 -5.6699 -2.0198  0.000
H -4.3340 -5.1475 -3.6403  0.000
H -5.1199 -4.4312 -2.2344  0.000
H -1.4362 -5.0846 -2.4317  0.000
H -1.0114 -3.4686 -3.0377  0.000
H -1.8441 -4.6229 -4.0869  0.000
H -4.5206 -2.1640 -3.1169  0.000
H -3.5539 -2.7808 -4.4607  0.000
H -2.8227 -1.6955 -3.2687  0.000
H -5.5979 -3.9464 3.2961  0.000
H -3.9030 -3.6999 3.7544  0.000
H -4.5996 -5.3268 3.7655  0.000
H -6.1705 -4.9480 1.0789  0.000
H -5.2481 -6.3987 1.4795  0.000
H -4.8887 -5.5194 -0.0066  0.000
H -2.0725 -4.5509 2.2944  0.001
H -2.4382 -5.1812 0.6653  0.000
H -2.7639 -6.1644 2.0953  0.000
C 5.9733 4.2206 -7.2734  0.010
C 5.4726 3.4485 -6.0938  0.054
C 4.3253 2.6604 -6.1827  0.001
C 3.8470 1.9454 -5.1011  0.038
C 2.5983 1.1217 -5.2649  0.016
C 4.5397 2.0452 -3.8731  0.070
Te 3.6723 1.1239 -2.2535  0.574
N 2.0484 -0.3494 0.0375  0.197
C 2.4030 -0.6608 1.2890  0.093
O 1.4232 -0.6956 2.1371  0.249
C 3.7740 -0.9641 1.7099  0.008
C 4.0879 -0.9710 3.0675  0.013
C 5.3860 -1.2440 3.4679  0.000
C 6.3620 -1.5159 2.5182  0.014
C 6.0460 -1.5282 1.1636  0.000
C 4.7524 -1.2529 0.7579  0.019
C 3.8853 2.6563 -0.8642  0.051
C 4.4371 2.3090 0.3712  0.029
C 4.6581 3.2851 1.3243  -0.001
C 4.3158 4.6014 1.0388  0.027
C 3.7493 4.9306 -0.1817  -0.001
C 3.5130 3.9713 -1.1659  0.023
C 2.8769 4.4114 -2.4569  0.008
C 5.7377 2.7852 -3.7681  0.035
C 6.6035 2.8338 -2.5386  0.008
C 6.1682 3.4782 -4.8856  0.000
H 5.2977 4.1417 -8.1220  0.000
H 6.9534 3.8517 -7.5811  0.003
H 6.0913 5.2754 -7.0217  0.003
H 3.7941 2.6062 -7.1252  0.000
H 2.3345 1.0434 -6.3174  0.001
H 1.7422 1.5664 -4.7504  0.004
H 2.7168 0.1011 -4.8903  0.005
H 3.3139 -0.7607 3.7935  0.002
H 5.6361 -1.2507 4.5199  0.000
H 7.3743 -1.7287 2.8354  0.001
H 6.8063 -1.7714 0.4333  0.000
H 4.4779 -1.3021 -0.2883  0.008
H 4.7160 1.2871 0.5842  0.004
H 5.1004 3.0233 2.2758  -0.001
H 4.4850 5.3765 1.7745  0.001
H 3.4767 5.9602 -0.3811  0.000
H 2.1105 5.1592 -2.2529  0.001
H 2.4072 3.5990 -3.0129  0.007
H 3.6118 4.8681 -3.1231  0.000
H 6.3790 2.0594 -1.8075  0.007
H 6.5192 3.7969 -2.0310  0.001
H 7.6461 2.7041 -2.8277  0.001
H 7.0926 4.0419 -4.8253  0.000
I 0.0639 -3.0895 0.1290  0.085
I 2.4486 -4.0930 -0.5621  0.010